# 1
DFT (the ωB97M-V functional and the def2-TZVPD basis) results for a 10-piece molecular cluster, C33H45FO30 overall in a non-equilibrium geometry.

The geometry in XYZ format:
```
109
Properties=species:S:1:pos:R:3
F 1.760 0.223 -6.134
O 1.637 -0.301 -3.058
O 2.859 -5.631 -1.042
O -2.475 2.183 5.557
O -2.331 3.560 -3.941
O -0.757 -4.491 -3.026
O -4.021 -0.767 -0.355
O -0.982 2.300 -0.467
O 3.753 0.348 -2.623
O -2.249 1.737 -5.259
O 3.195 -0.542 -4.604
O -4.709 1.901 1.855
O -2.132 4.370 5.123
O -0.417 2.464 -4.180
O 1.000 -3.952 3.047
O 0.186 -5.355 1.487
O -4.210 4.058 2.065
O 1.628 4.412 4.022
O -2.099 -5.630 -4.435
O -1.640 2.770 3.612
O 3.781 -4.180 -2.482
O 1.182 1.804 -0.223
O 2.390 -5.298 1.939
O -0.337 0.639 0.901
O 4.039 -3.870 -0.289
O -3.322 -1.109 1.754
O -2.248 -2.046 0.018
O 0.853 4.032 1.983
O 1.351 2.295 3.319
O -0.972 -6.684 -2.792
O -5.317 2.989 3.716
C 4.811 -3.187 -2.374
C -3.435 3.615 0.951
C 0.877 -0.057 1.174
C -0.116 1.687 0.087
C -2.098 3.229 4.799
C -4.014 2.226 0.650
C -1.784 1.367 3.493
C -3.639 -1.193 -1.667
C 2.274 -3.684 3.634
C -1.384 -5.616 -3.487
C 3.235 -4.484 2.733
C -0.110 3.528 -3.291
C 0.950 -0.868 -4.177
C -4.807 2.991 2.641
C 1.113 -4.867 2.047
C 1.280 3.473 3.141
C 1.362 5.716 3.518
C -0.098 -6.276 -1.714
C 1.941 0.792 0.427
C 3.509 -4.659 -1.249
C 2.525 6.632 3.781
C 4.780 -2.808 -0.890
C 2.939 -0.124 -3.345
C -3.224 -1.296 0.586
C -2.508 0.964 4.798
C -0.296 -4.765 -1.706
C -2.415 -2.084 -1.391
C -1.722 2.504 -4.522
C -1.480 4.153 -2.963
C 0.971 5.447 2.047
C 2.001 -0.811 -5.292
C -3.354 0.031 -2.520
C 0.830 -1.506 0.767
H -4.659 2.234 -0.226
H 0.654 -1.889 -3.935
H -1.430 5.233 -3.072
H -2.558 0.615 -2.039
H 4.511 -2.370 -3.024
H -0.025 5.844 1.862
H -4.229 0.678 -2.536
H -0.809 0.886 3.454
H 0.490 6.169 3.995
H -3.542 0.657 4.665
H -3.564 4.209 0.048
H 0.607 -4.180 -1.527
H -1.501 -1.815 -1.922
H 3.907 -5.150 3.265
H 2.368 0.181 -0.368
H -4.447 -1.763 -2.125
H 2.512 -2.625 3.583
H -0.001 -1.980 1.299
H -2.970 -0.251 -3.498
H 0.504 4.252 -3.833
H -0.507 -6.706 -0.804
H 0.914 -6.621 -1.891
H -2.396 3.573 1.266
H 2.295 -4.058 4.655
H 1.128 -0.010 2.235
H 2.736 6.650 4.852
H 0.069 -0.283 -4.435
H 1.763 -2.009 1.026
H -0.966 -4.451 -0.901
H 0.605 -1.720 -0.282
H -1.796 3.886 -1.958
H -3.223 1.487 0.567
H -2.647 -3.096 -1.729
H 3.419 6.435 3.191
H 3.761 -3.747 2.128
H 4.290 -1.845 -0.740
H 2.077 -1.751 -5.831
H 1.685 5.895 1.355
H 2.670 1.183 1.131
H -1.938 0.232 5.364
H 5.794 -2.743 -0.501
H 2.247 7.676 3.599
H 5.766 -3.600 -2.692
H -2.322 1.178 2.571
H 0.447 3.213 -2.414
```

Results
Orbital gap ... 10.664 eV
Structure (SMILES) ... O=C1OC[C@@H](F)O1.C[C@H]1COC(=O)O1.C[C@H]1COC(=O)O1.C[C@H]1COC(=O)O1.O=C1OCCO1.O=C1OCCO1.O=C1OCCO1.O=C1OCCO1.O=C1OCCO1.O=C1OCCO1
Net charge ... 0
Highest occupied orbital energy ... -10.66 eV
E_LUMO ... 0.002 eV

Mulliken atomic charge list, values in e, 2 entries: atom 1 (F): -0.29, atom 2 (O): -0.03


# 2
DFT (the ωB97M-V functional and the def2-TZVPD basis) results for a 9-piece molecular cluster, H17O9 overall in a non-equilibrium geometry.

The geometry in XYZ format:
```
26
Properties=species:S:1:pos:R:3
O -0.843 -1.026 -2.487
O 1.047 1.774 0.693
O 1.932 -0.783 -1.038
O -2.270 3.049 1.182
O -0.196 -2.601 3.249
O -0.249 1.195 -1.307
O 1.097 0.518 -3.512
O -0.412 -2.852 -0.473
O -0.073 0.729 3.622
H -0.587 -1.804 3.347
H -0.265 -0.272 -2.310
H -0.086 -0.009 3.086
H 0.332 -2.351 2.480
H -0.434 -1.939 -0.804
H 1.651 -1.318 -0.251
H 1.668 -0.042 -2.907
H 1.327 0.057 -1.029
H 0.360 1.321 -0.124
H -0.125 2.226 -1.283
H -0.625 -3.605 -0.994
H 1.210 1.044 1.254
H 0.588 0.822 -2.739
H 0.252 1.417 3.120
H -2.414 2.344 1.872
H -1.543 2.800 0.738
H -1.581 -0.705 -2.896
```

Results
Orbital gap ... 9.331 eV
Net charge ... -1
Highest occupied orbital energy ... -6.33 eV
E_LUMO ... 2.997 eV
Energy relative to the best compared isomer or geometry (same formula, charge and spin) ... 70.34 kcal per mole

natural (NBO) atomic charge list, values in e, 2 entries: atom 1 (O): -0.97, atom 2 (O): -1.08


# 3
DFT (the ωB97M-V functional and the def2-TZVPD basis) results for a 3-piece molecular cluster, C5H16NO2 overall in a non-equilibrium geometry.

The geometry in XYZ format:
```
24
Properties=species:S:1:pos:R:3
O -0.973 -0.247 -3.550
O 2.672 -1.956 -1.425
N 0.299 -0.330 -1.332
C -0.164 0.723 -0.383
C -1.305 1.243 1.796
C 0.469 0.016 3.282
C -0.430 1.014 2.959
C -1.207 0.254 0.650
H -0.930 -0.737 1.052
H 2.939 -2.323 -0.578
H 1.045 -0.898 -0.892
H -0.497 -0.899 -1.658
H -2.195 -0.088 0.266
H -2.327 1.485 2.141
H 1.030 0.066 4.191
H 3.381 -2.209 -2.041
H -1.933 -0.258 -3.664
H 0.790 -0.727 2.563
H -0.566 1.900 3.583
H 0.775 0.993 0.166
H 0.575 0.079 -2.223
H -0.700 0.319 -4.287
H -1.107 2.286 1.405
H -0.541 1.659 -0.843
```

Results
Orbital gap (alpha / beta) ... 10.145 / 6.134 eV
2S+1 ... 2
Net charge ... +2
Highest occupied orbital energy (alpha / beta) ... -18.38 / -18.38 eV
E_LUMO (alpha / beta) ... -8.230 / -12.241 eV
Energy relative to the best compared isomer or geometry (same formula, charge and spin) ... 14.29 kcal per mole

natural (NBO) atomic charge list, values in e, 2 entries: atom 1 (O): -1.00, atom 2 (O): -0.99


# 4
DFT (the ωB97M-V functional and the def2-TZVPD basis) results for C12H11NO2 as an isolated structure in a non-equilibrium geometry.

The geometry in XYZ format:
```
26
Properties=species:S:1:pos:R:3
O 1.489 -1.734 -0.668
O 1.902 0.527 -1.122
N 0.268 -2.190 2.401
C -1.358 1.630 0.441
C 1.430 -0.440 -0.546
C 0.368 -1.208 1.842
C 2.257 -2.310 -1.790
C 2.006 0.917 2.837
C 1.263 1.046 1.737
C -2.909 -0.302 -0.930
C -0.930 0.293 0.395
C 0.327 0.002 1.098
C -3.271 1.026 -0.935
C -2.532 1.978 -0.245
C -1.848 -0.668 -0.138
H -2.894 2.889 -0.216
H 1.753 0.235 3.519
H 2.727 1.584 2.976
H 2.742 -1.712 -2.467
H -0.922 2.469 0.889
H -1.540 -1.720 -0.011
H 1.421 -2.867 -2.225
H 1.419 1.900 1.153
H -4.143 1.153 -1.493
H 3.008 -2.842 -1.269
H -3.431 -1.139 -1.307
```

Results
Orbital gap ... 8.946 eV
Net charge ... 0
Highest occupied orbital energy ... -8.58 eV
E_LUMO ... 0.366 eV
Energy relative to the best compared isomer or geometry (same formula, charge and spin) ... 65.85 kcal per mole

natural (NBO) atomic charge list, values in e, 2 entries: atom 1 (O): -0.50, atom 2 (O): -0.58


Number 1: total energy -3641.6963 a.u.. Number 2: total energy -687.3400 a.u.. Number 3: total energy -404.6159 a.u.. Number 4: total energy -668.9616 a.u..